No. 1
20
Properties=species:S:1:pos:R:3:lowdin_charge:R:1 method="wB97M-V/def2-TZVPD" homo_lumo_gap_ev=10.335 total_charge=+1 e_tot_ha=-713.7012 smiles="N[C@]1(C(F)(F)F)C=CNC(=[NH2+])N1" spin_multiplicity=1 e_above_lowest_kcal_mol=16.2
N -0.879 1.012 -1.751 0.130
C -0.703 0.486 -0.489 -0.418
C -2.059 -0.129 0.195 -0.501
F -2.889 0.753 0.598 0.227
F -2.730 -0.893 -0.703 0.127
F -1.707 -0.985 1.310 0.064
C -0.260 1.413 0.584 0.006
C 0.806 1.161 1.317 -0.042
N 1.661 0.072 1.192 0.156
C 1.361 -0.807 0.188 -0.328
N 2.211 -1.788 -0.217 0.166
N 0.244 -0.691 -0.534 0.188
H -1.167 1.967 -1.821 0.105
H -1.445 0.351 -2.446 0.179
H -0.699 2.299 0.701 0.095
H 0.901 1.824 2.161 0.143
H 2.411 -0.257 1.766 0.166
H 3.213 -2.095 0.163 0.208
H 1.668 -2.469 -0.829 0.155
H 0.062 -1.224 -1.384 0.172

No. 2
55
Properties=species:S:1:pos:R:3:lowdin_charge:R:1 method="wB97M-V/def2-TZVPD" homo_lumo_gap_ev="5.931 / 5.973" total_charge=+2 e_tot_ha=-3527.7845 spin_multiplicity=1
N 2.335 -0.291 -0.755 0.026
C 3.405 -0.853 -0.631 -0.336
O 4.448 -1.413 -0.534 0.215
Cu -0.462 1.422 -2.840 0.588
V 0.501 0.003 -0.347 1.025
N -0.338 -1.536 -0.864 -0.137
N -0.306 1.686 -0.950 -0.290
C -0.303 -2.905 -0.317 -0.630
C 0.383 3.021 -0.932 -0.648
C 0.737 -3.729 -1.076 -0.011
C -1.668 -3.578 -0.461 -0.019
C 0.076 -2.894 1.155 -0.028
C -0.245 3.954 -1.978 -0.014
C 0.269 3.695 0.431 -0.017
C 1.846 2.781 -1.297 -0.038
H 0.461 -3.843 -2.129 0.088
H 0.802 -4.729 -0.627 0.116
H 1.726 -3.255 -1.020 0.086
H -2.446 -2.981 0.032 0.102
H -1.634 -4.565 0.016 0.113
H -1.944 -3.726 -1.511 0.093
H 1.086 -2.494 1.316 0.086
H 0.062 -3.932 1.518 0.115
H -0.642 -2.313 1.748 0.083
H -0.262 3.508 -2.991 0.085
H 0.361 4.867 -2.047 0.122
H -1.268 4.239 -1.708 0.105
H -0.763 4.008 0.631 0.094
H 0.896 4.597 0.428 0.117
H 0.613 3.056 1.253 0.083
H 2.359 2.117 -0.587 0.068
H 2.367 3.749 -1.311 0.117
H 1.937 2.331 -2.299 0.092
C -1.719 1.725 -0.483 -0.092
H -2.072 0.712 -0.228 0.077
H -1.857 2.355 0.409 0.101
H -2.377 2.101 -1.284 0.106
C -0.876 -1.436 -2.217 -0.077
H -1.978 -1.460 -2.227 0.120
H -0.564 -0.471 -2.691 0.039
H -0.511 -2.240 -2.876 0.117
C 1.040 0.217 1.687 -0.078
C 0.143 0.099 2.856 -0.293
C -1.263 0.085 2.745 -0.060
C -2.052 -0.042 3.892 -0.051
C -1.463 -0.144 5.156 -0.037
C -0.068 -0.124 5.272 -0.040
C 0.724 -0.012 4.137 -0.019
H 1.167 1.260 1.317 0.059
H 2.016 -0.256 1.874 0.098
H -1.735 0.168 1.760 0.083
H -3.139 -0.066 3.794 0.119
H -2.087 -0.237 6.046 0.124
H 0.404 -0.197 6.254 0.125
H 1.816 -0.007 4.216 0.128

No. 3
16
Properties=species:S:1:pos:R:3:lowdin_charge:R:1 method="wB97M-V/def2-TZVPD" homo_lumo_gap_ev=10.192 total_charge=+1 e_tot_ha=-648.2222 smiles=[NH3+][C@@H](CO)CS spin_multiplicity=1 e_above_lowest_kcal_mol=10.0
N 0.097 1.257 -0.649 0.217
C 0.152 -0.030 0.191 -0.343
C -1.135 -0.005 1.011 -0.177
O -1.349 1.314 1.497 -0.037
C 0.300 -1.245 -0.728 -0.507
S 1.886 -1.145 -1.653 0.754
H 0.984 1.776 -0.667 0.172
H -0.073 1.082 -1.632 0.155
H -0.604 1.791 -0.103 0.143
H 1.081 -0.085 0.755 0.143
H -1.040 -0.724 1.821 0.146
H -1.978 -0.222 0.361 0.145
H -0.650 1.481 2.126 0.110
H 0.162 -2.153 -0.137 0.101
H -0.511 -1.343 -1.455 0.088
H 2.678 -1.749 -0.739 -0.110

No. 4
41
Properties=species:S:1:pos:R:3:lowdin_charge:R:1 method="wB97M-V/def2-TZVPD" homo_lumo_gap_ev=9.439 e_tot_ha=-992.4621 smiles="NC(N)=O.OCCO.OCCO.OCCO.O" spin_multiplicity=1 e_above_lowest_kcal_mol=27.6
N -1.407 -1.584 3.199 0.181
C -0.560 -0.609 3.013 -0.634
N -0.084 -0.258 4.159 0.195
O -0.186 -0.196 1.849 -0.047
H -1.853 -2.155 2.494 0.131
H -1.852 -1.539 4.104 0.115
H -0.460 -0.737 4.964 0.125
H 0.600 0.485 4.153 0.140
O -3.401 0.623 -2.391 -0.048
C -3.687 0.904 -1.041 -0.269
C -2.450 0.819 -0.202 -0.263
O -1.939 -0.509 -0.077 -0.090
H -3.208 -0.317 -2.434 0.086
H -4.111 1.880 -0.806 0.122
H -4.381 0.149 -0.670 0.116
H -2.788 0.907 0.831 0.115
H -1.787 1.630 -0.504 0.121
H -1.252 -0.358 0.576 -0.008
O 2.399 -1.327 -0.326 -0.059
C 2.328 -2.082 0.887 -0.254
C 1.247 -3.044 0.970 -0.258
O 1.203 -4.085 -0.006 -0.061
H 2.596 -1.943 -1.036 0.082
H 3.334 -2.477 1.034 0.125
H 2.227 -1.307 1.646 0.112
H 0.250 -2.605 0.934 0.108
H 1.407 -3.577 1.907 0.125
H 0.933 -4.916 0.392 0.080
O 0.436 1.833 -4.500 -0.097
C 0.691 1.596 -3.058 -0.157
C 1.383 2.842 -2.491 -0.265
O 2.689 3.098 -2.928 -0.074
H 1.164 1.691 -5.108 0.070
H -0.291 1.504 -2.594 0.103
H 1.285 0.692 -2.922 0.115
H 1.442 2.827 -1.402 0.099
H 0.916 3.786 -2.773 0.118
H 2.716 4.040 -3.108 0.081
O 1.462 1.806 1.222 -0.069
H 0.784 1.131 1.251 -0.034
H 2.206 1.381 0.795 0.022